Arrangement 1

A single C3H4S2 molecule. Source: OMol25; level of theory: wB97M-V/def2-TZVPD.

Output
SMILES string: CC(=S)C=S
HOMO-LUMO gap (spin up / spin down), eV: 7.05 / 7.05
E_LUMO (spin up / spin down), Ha: -0.0792 / -0.0792
HOMO level (spin up / spin down), eV: -9.21 / -9.21

```
! wB97M-V def2-TZVPD RIJCOSX def2/J DEFGRID3
* xyz 0 1
C 0.57 0.42 -0.13
C -0.16 -0.89 -0.15
S 0.63 -2.27 -0.50
C -1.66 -1.02 0.11
S -3.12 -0.19 0.57
H -0.16 1.10 -0.30
H 1.36 0.34 -0.86
H 0.92 0.50 0.88
H -1.87 -1.95 -0.32
*
```

Per-atom Löwdin charges, elementary charge units:
1 C -0.1134
2 C -0.8275
3 S 0.7817
4 C -0.6093
5 S 0.5982
6 H 0.0350
7 H 0.0763
8 H 0.0884
9 H -0.0295

Arrangement 2

A molecular structure, C3H4S2. Source: OMol25; level of theory: wB97M-V/def2-TZVPD.

Output
HOMO-LUMO gap, eV: 7.41
E_LUMO, Ha: -0.0508
HOMO level, eV: -8.79

```
! wB97M-V def2-TZVPD RIJCOSX def2/J DEFGRID3
* xyz 0 1
C -1.75 -0.06 0.77
C -0.66 -0.66 0.10
C 0.53 0.04 -0.42
S -2.26 1.07 -0.27
S -0.95 -2.27 -0.16
H -2.30 -0.49 1.59
H 1.40 -0.31 0.15
H 0.45 1.12 -0.31
H 0.71 -0.22 -1.46
*
```

Per-atom Löwdin charges, elementary charge units:
1 C -0.6581
2 C -0.9812
3 C -0.1570
4 S 0.7837
5 S 0.7175
6 H 0.0639
7 H 0.0881
8 H 0.0569
9 H 0.0863

Stability summary: most stable arrangement 2, least stable arrangement 1.

Arrangement 1

2 unconnected molecules or ions with the total composition C3H4S2. Source: OMol25; level of theory: wB97M-V/def2-TZVPD.

Output
SMILES string: C#CC(=S)S.[H][H]
HOMO-LUMO gap, eV: 7.73
E_LUMO, Ha: -0.0448
HOMO level, eV: -8.95

```
! wB97M-V def2-TZVPD RIJCOSX def2/J DEFGRID3
* xyz 0 1
C 0.92 1.03 -0.67
C -0.11 0.66 -0.22
C -0.89 -0.28 0.49
S -0.77 -0.48 2.13
S -2.36 -0.73 -0.37
H 1.71 1.55 -1.12
H -2.49 0.36 -1.04
H 1.78 -1.15 0.15
H 2.21 -0.94 0.65
*
```

Per-atom Löwdin charges, elementary charge units:
1 C 0.1142
2 C -0.3068
3 C -1.2020
4 S 0.6479
5 S 0.7693
6 H 0.0444
7 H -0.1529
8 H 0.0309
9 H 0.0550

Arrangement 2

A single C3H4S2 molecule. Source: OMol25; level of theory: wB97M-V/def2-TZVPD.

Output
SMILES string: S=C1CCS1
HOMO-LUMO gap, eV: 8.46
E_LUMO, Ha: 0.0028
HOMO level, eV: -8.38

```
! wB97M-V def2-TZVPD RIJCOSX def2/J DEFGRID3
* xyz 0 1
S 0.18 1.97 -1.97
C 0.25 0.67 -0.97
C -0.72 0.31 0.24
C 0.31 -1.06 0.51
S 1.35 -0.42 -0.87
H -1.85 0.11 0.29
H -0.27 1.18 1.02
H -0.19 -1.96 0.19
H 0.94 -0.80 1.56
*
```

Per-atom Löwdin charges, elementary charge units:
1 S 0.5786
2 C -1.3911
3 C -0.1988
4 C -0.3605
5 S 0.9260
6 H 0.1154
7 H 0.1555
8 H 0.0446
9 H 0.1303

Arrangement 3

A single C3H4S2 molecule. Source: OMol25; level of theory: wB97M-V/def2-TZVPD.

Output
SMILES string: C1=CSCS1
HOMO-LUMO gap, eV: 8.25
E_LUMO, Ha: 0.0257
HOMO level, eV: -7.55

```
! wB97M-V def2-TZVPD RIJCOSX def2/J DEFGRID3
* xyz 0 1
C -0.43 1.17 -0.01
C 0.92 0.98 -0.27
S 1.39 -0.67 -0.22
C -0.38 -1.41 -0.01
S -1.61 -0.27 -0.27
H -0.67 2.20 0.05
H 1.60 1.72 0.00
H -0.64 -2.37 -0.55
H -0.19 -1.36 1.27
*
```

Per-atom Löwdin charges, elementary charge units:
1 C -0.4145
2 C -0.5334
3 S 0.7692
4 C -0.8224
5 S 0.7676
6 H 0.0404
7 H 0.0394
8 H 0.0519
9 H 0.1019

Stability summary: most stable arrangement 3, least stable arrangement 1.

Arrangement 1

A molecular structure, C3H4S2. Source: OMol25; level of theory: wB97M-V/def2-TZVPD.

Output
HOMO-LUMO gap, eV: 7.75
E_LUMO, Ha: -0.0395
HOMO level, eV: -8.82

```
! wB97M-V def2-TZVPD RIJCOSX def2/J DEFGRID3
* xyz 0 1
C 0.57 -0.71 1.73
C 0.10 -0.56 0.37
C -0.50 0.84 -1.60
H 0.32 -1.50 2.49
H 1.30 0.31 2.21
H -0.63 -1.05 -0.33
H -1.43 0.57 -1.05
S 0.93 0.68 -0.50
S -0.66 1.41 -3.32
*
```

Per-atom Löwdin charges, elementary charge units:
1 C -0.0878
2 C -0.5585
3 C -0.8883
4 H 0.0437
5 H 0.1410
6 H 0.0701
7 H 0.0070
8 S 0.8293
9 S 0.4436

Arrangement 2

A single C3H4S2 molecule. Source: OMol25; level of theory: wB97M-V/def2-TZVPD.

Output
SMILES string: C=CSC=S
HOMO-LUMO gap, eV: 8.28
E_LUMO, Ha: -0.0155
HOMO level, eV: -8.70

```
! wB97M-V def2-TZVPD RIJCOSX def2/J DEFGRID3
* xyz 0 1
C 0.07 -0.16 -1.46
C 0.75 -0.75 -0.42
S 1.13 0.08 1.06
C -0.39 0.73 1.72
S -1.82 0.71 0.92
H -0.21 -0.93 -2.26
H -0.20 0.89 -1.69
H 0.86 -1.87 -0.45
H -0.17 1.30 2.56
*
```

Per-atom Löwdin charges, elementary charge units:
1 C -0.0890
2 C -0.5691
3 S 0.8184
4 C -0.9595
5 S 0.6068
6 H 0.0804
7 H 0.0642
8 H 0.0768
9 H -0.0290

Arrangement 3

A single C3H4S2 molecule. Source: OMol25; level of theory: wB97M-V/def2-TZVPD.

Output
SMILES string: C=CSC=S
HOMO-LUMO gap, eV: 8.21
E_LUMO, Ha: -0.0207
HOMO level, eV: -8.77

```
! wB97M-V def2-TZVPD RIJCOSX def2/J DEFGRID3
* xyz 0 1
C 0.67 -1.22 1.32
C 0.38 -0.40 0.18
S 0.50 1.36 0.03
C -0.70 1.28 -1.22
S -0.95 2.68 -2.06
H 0.49 -2.21 1.24
H 1.01 -0.77 2.39
H -0.06 -1.10 -0.56
H -1.35 0.37 -1.30
*
```

Per-atom Löwdin charges, elementary charge units:
1 C -0.0386
2 C -0.5212
3 S 0.8531
4 C -1.0344
5 S 0.5566
6 H -0.0181
7 H 0.1027
8 H 0.0657
9 H 0.0341

Stability summary: most stable arrangement 2, least stable arrangement 1.

Arrangement 1

A single C8H11N3O molecule. Source: OMol25; level of theory: wB97M-V/def2-TZVPD.

Output
SMILES string: [H]/N=C(C)/C(C)=c1\[nH]c(=O)[nH]c1=C
HOMO-LUMO gap, eV: 8.15
E_LUMO, Ha: 0.0060
HOMO level, eV: -7.98

```
! wB97M-V def2-TZVPD RIJCOSX def2/J DEFGRID3
* xyz 0 1
H 0.38 -3.40 -0.03
N -0.07 -2.58 -0.20
C 0.71 -1.59 -0.22
C 2.08 -1.52 0.33
C -0.08 -0.15 -0.35
C 0.84 1.02 -0.59
C -1.39 -0.10 -0.04
N -2.18 -1.24 0.00
C -3.49 -0.96 0.12
O -4.42 -1.74 0.06
N -3.55 0.43 0.22
C -2.25 1.01 0.23
C -2.14 2.30 0.60
H 2.25 -0.49 0.77
H 2.26 -2.38 1.12
H 2.72 -1.79 -0.52
H 1.79 0.77 -0.03
H 0.95 1.19 -1.67
H 0.31 1.91 -0.22
H -1.61 -2.16 -0.01
H -4.35 0.93 0.03
H -3.04 2.79 0.57
H -1.17 2.75 0.72
*
```

Per-atom Löwdin charges, elementary charge units:
1 H 0.0436
2 N 0.1191
3 C -0.2988
4 C -0.0507
5 C -0.1134
6 C -0.0517
7 C -0.1808
8 N 0.1441
9 C -0.5264
10 O 0.0673
11 N 0.1492
12 C -0.2350
13 C 0.0941
14 H 0.0753
15 H 0.1287
16 H 0.0914
17 H 0.0643
18 H 0.0924
19 H 0.0549
20 H 0.1208
21 H 0.1229
22 H 0.0385
23 H 0.0504

Arrangement 2

A single C8H11N3O molecule. Source: OMol25; level of theory: wB97M-V/def2-TZVPD.

Output
SMILES string: [H]/N=C1/C=CC[C@@H](C#N)[C@@]1(N)OC
HOMO-LUMO gap, eV: 10.03
E_LUMO, Ha: 0.0162
HOMO level, eV: -9.59

```
! wB97M-V def2-TZVPD RIJCOSX def2/J DEFGRID3
* xyz 0 1
H 0.40 0.95 -2.66
N -0.57 1.12 -2.51
C -0.90 0.68 -1.38
C -2.33 0.78 -0.81
C -2.79 0.13 0.27
C -1.68 -0.47 1.12
C -0.45 -0.93 0.43
C -0.75 -2.02 -0.48
N -0.95 -2.81 -1.28
C 0.22 0.26 -0.40
N 0.84 1.33 0.43
O 1.20 -0.20 -1.22
C 2.28 -0.87 -0.61
H -3.06 1.17 -1.51
H -3.80 0.16 0.63
H -1.30 0.26 1.91
H -2.05 -1.40 1.64
H 0.37 -1.31 1.07
H 1.38 1.93 -0.23
H 0.11 1.97 0.88
H 3.29 -0.38 -0.78
H 2.40 -1.84 -0.96
H 2.03 -0.77 0.43
*
```

Per-atom Löwdin charges, elementary charge units:
1 H 0.0495
2 N 0.1920
3 C -0.2713
4 C -0.0131
5 C -0.0474
6 C -0.1730
7 C -0.2485
8 C -0.1895
9 N 0.1982
10 C -0.5157
11 N 0.1218
12 O -0.1547
13 C -0.0587
14 H 0.1045
15 H 0.1003
16 H 0.1369
17 H 0.1356
18 H 0.1509
19 H 0.1107
20 H 0.1149
21 H 0.1147
22 H 0.0723
23 H 0.0697

Stability summary: most stable arrangement 1, least stable arrangement 2.

Arrangement 1

A single C2H5ClN2 molecule. Source: OMol25; level of theory: wB97M-V/def2-TZVPD.

Output
SMILES string: N/N=C\CCl
HOMO-LUMO gap, eV: 10.06
E_LUMO, Ha: 0.0287
HOMO level, eV: -9.28

```
! wB97M-V def2-TZVPD RIJCOSX def2/J DEFGRID3
* xyz 0 1
N -1.55 -0.97 0.34
N -1.68 0.26 -0.37
C -0.68 1.05 -0.24
C 0.53 0.81 0.61
Cl 1.52 -0.43 -0.20
H -2.22 -1.67 -0.02
H -0.66 -1.39 0.11
H -0.71 1.91 -0.97
H 1.01 1.88 0.84
H 0.12 0.29 1.45
*
```

Per-atom Löwdin charges, elementary charge units:
1 N -0.0263
2 N -0.0435
3 C -0.3089
4 C -0.5798
5 Cl 0.5703
6 H 0.0920
7 H 0.0021
8 H 0.1184
9 H 0.1332
10 H 0.0426

Arrangement 2

3 unconnected molecules or ions with the total composition C2H5ClN2. Source: OMol25; level of theory: wB97M-V/def2-TZVPD.

Output
HOMO-LUMO gap, eV: 6.91
E_LUMO, Ha: -0.0151
HOMO level, eV: -7.32

```
! wB97M-V def2-TZVPD RIJCOSX def2/J DEFGRID3
* xyz 0 1
C -0.94 1.42 0.20
C 1.35 -2.11 -0.08
N -1.08 0.47 -0.63
N 0.89 -1.08 -0.12
Cl 1.69 0.65 1.57
H -1.01 2.42 -0.17
H -0.58 1.19 1.24
H 1.74 -3.16 0.08
H -1.30 0.73 -1.63
H -0.76 -0.53 -0.46
*
```

Per-atom Löwdin charges, elementary charge units:
1 C 0.0058
2 C -0.0684
3 N 0.0898
4 N -0.1220
5 Cl -0.3544
6 H 0.0942
7 H 0.0020
8 H 0.1063
9 H 0.1647
10 H 0.0821

Stability summary: most stable arrangement 1, least stable arrangement 2.

Arrangement 1

A molecular structure, C34H23N4O9ReS. Source: OMol25; level of theory: wB97M-V/def2-TZVPD.

Output
HOMO-LUMO gap (spin up / spin down), eV: 6.91 / 6.76
<S²>: 0.841
E_LUMO (spin up / spin down), Ha: -0.1462 / -0.1413
HOMO level (spin up / spin down), eV: -10.88 / -10.61

```
! wB97M-V def2-TZVPD RIJCOSX def2/J DEFGRID3
* xyz 1 2
Re 0.93 -0.30 2.30
O -0.65 -3.09 0.29
C -0.65 -2.09 0.95
O 0.13 -1.99 2.07
C -1.56 -0.92 0.61
C -2.50 -1.20 -0.38
C -3.33 -0.21 -0.87
C -3.27 1.09 -0.40
C -2.37 1.36 0.59
C -1.48 0.40 1.11
O -0.64 0.81 2.06
N -2.30 2.73 1.14
O -1.91 3.60 0.39
O -2.64 2.86 2.29
N -4.27 -0.54 -1.94
O -4.29 -1.69 -2.34
O -4.96 0.36 -2.37
H -2.57 -2.20 -0.77
H -3.92 1.86 -0.80
S 1.91 0.25 6.64
C 0.23 -0.20 6.60
C -0.65 -0.34 7.67
C -1.95 -0.71 7.38
C -2.37 -0.92 6.06
C -1.50 -0.77 5.00
C -0.18 -0.40 5.29
N 0.84 -0.21 4.36
C 1.98 0.13 4.93
C 3.13 0.38 4.07
C 4.38 0.74 4.55
C 5.41 0.94 3.65
C 5.20 0.80 2.28
C 3.94 0.44 1.81
C 2.88 0.23 2.68
H -0.33 -0.18 8.69
H -2.66 -0.83 8.19
H -3.39 -1.20 5.87
H -1.82 -0.94 3.98
H 4.56 0.85 5.62
H 6.39 1.22 4.01
H 6.02 0.96 1.59
H 3.78 0.33 0.74
C 2.63 -0.45 -5.84
O 1.65 -0.95 -4.94
C 0.37 -1.00 -5.36
C -0.08 -0.57 -6.61
C -1.43 -0.65 -6.92
C -2.35 -1.16 -6.01
C -1.91 -1.58 -4.76
C -0.57 -1.49 -4.45
N -0.10 -1.95 -3.17
C 0.35 -1.24 -2.17
C 0.42 0.16 -1.97
C 0.03 1.15 -2.90
C 0.11 2.48 -2.59
C 0.61 2.87 -1.33
C 1.00 1.94 -0.41
C 0.89 0.56 -0.68
O 1.20 -0.33 0.22
H 3.58 -0.50 -5.31
H 2.42 0.59 -6.10
H 2.68 -1.05 -6.74
H 0.62 -0.18 -7.34
H -1.76 -0.32 -7.89
H -3.40 -1.21 -6.26
H -2.61 -1.98 -4.04
H -0.09 -2.95 -3.04
H 0.69 -1.85 -1.34
H -0.35 0.86 -3.87
H -0.20 3.23 -3.30
H 0.68 3.92 -1.09
H 1.38 2.25 0.56
*
```

Per-atom Löwdin charges, elementary charge units:
1 Re 1.7078
2 O 0.1349
3 C -0.5093
4 O -0.1598
5 C -0.0516
6 C 0.0734
7 C -0.1105
8 C 0.1100
9 C -0.0602
10 C -0.2519
11 O -0.1799
12 N -0.3450
13 O 0.1125
14 O 0.1334
15 N -0.3427
16 O 0.0710
17 O 0.1061
18 H 0.1382
19 H 0.1491
20 S 1.1838
21 C -0.4360
22 C -0.0674
23 C -0.0593
24 C -0.0522
25 C 0.0006
26 C -0.2654
27 N -0.0820
28 C -0.5126
29 C -0.2374
30 C -0.0237
31 C -0.0414
32 C -0.0527
33 C -0.0771
34 C -0.2226
35 H 0.1174
36 H 0.1146
37 H 0.1144
38 H 0.1073
39 H 0.1113
40 H 0.1174
41 H 0.1142
42 H 0.1019
43 C -0.0480
44 O -0.0699
45 C -0.2546
46 C -0.0011
47 C -0.0523
48 C -0.0598
49 C 0.0002
50 C -0.1786
51 N 0.1639
52 C 0.0406
53 C -0.0958
54 C 0.0077
55 C -0.0516
56 C -0.0397
57 C -0.0142
58 C -0.3330
59 O -0.2200
60 H 0.0978
61 H 0.1008
62 H 0.1017
63 H 0.1116
64 H 0.1154
65 H 0.1144
66 H 0.1042
67 H 0.1818
68 H 0.1387
69 H 0.1101
70 H 0.1141
71 H 0.1212
72 H 0.1157

Arrangement 2

A molecular structure, C34H23N4O9ReS. Source: OMol25; level of theory: wB97M-V/def2-TZVPD.

Output
HOMO-LUMO gap (spin up / spin down), eV: 6.77 / 7.04
<S²>: 0.772
E_LUMO (spin up / spin down), Ha: -0.1632 / -0.1605
HOMO level (spin up / spin down), eV: -11.21 / -11.40

```
! wB97M-V def2-TZVPD RIJCOSX def2/J DEFGRID3
* xyz 1 2
Re 0.06 0.36 0.28
O 3.81 -1.03 0.88
C 2.81 -0.51 1.28
O 1.69 -0.57 0.53
C 2.66 0.16 2.60
C 3.66 -0.02 3.55
C 3.54 0.59 4.78
C 2.46 1.42 5.08
C 1.51 1.62 4.11
C 1.56 0.99 2.86
O 0.61 1.21 1.97
N 0.41 2.56 4.42
O -0.06 2.49 5.54
O 0.12 3.37 3.57
N 4.58 0.39 5.79
O 5.50 -0.34 5.50
O 4.44 0.96 6.85
H 4.51 -0.64 3.33
H 2.38 1.89 6.04
S -0.06 -2.10 -3.59
C 1.02 -2.97 -2.54
C 1.77 -4.10 -2.86
C 2.45 -4.73 -1.83
C 2.35 -4.26 -0.52
C 1.61 -3.13 -0.21
C 0.97 -2.45 -1.24
N 0.13 -1.32 -1.15
C -0.52 -1.12 -2.28
C -1.62 -0.18 -2.22
C -2.60 -0.02 -3.19
C -3.71 0.75 -2.90
C -3.83 1.34 -1.64
C -2.82 1.22 -0.69
C -1.69 0.45 -0.97
H 1.79 -4.49 -3.86
H 3.03 -5.61 -2.05
H 2.85 -4.79 0.27
H 1.52 -2.80 0.82
H -2.51 -0.52 -4.15
H -4.49 0.87 -3.63
H -4.71 1.92 -1.41
H -2.92 1.72 0.26
C 4.76 -0.71 -4.87
O 3.86 0.10 -4.11
C 2.67 0.43 -4.66
C 2.26 0.08 -5.94
C 0.99 0.47 -6.37
C 0.14 1.18 -5.54
C 0.55 1.54 -4.27
C 1.82 1.18 -3.84
N 2.31 1.39 -2.52
C 1.86 2.12 -1.55
C 0.89 3.19 -1.63
C 1.07 4.25 -2.54
C 0.27 5.36 -2.47
C -0.74 5.42 -1.50
C -0.96 4.39 -0.62
C -0.15 3.25 -0.69
O -0.43 2.21 0.08
H 4.30 -1.67 -5.11
H 5.62 -0.87 -4.23
H 5.06 -0.19 -5.78
H 2.90 -0.48 -6.59
H 0.67 0.20 -7.37
H -0.84 1.47 -5.89
H -0.11 2.09 -3.61
H 3.11 0.80 -2.32
H 2.36 1.94 -0.60
H 1.88 4.19 -3.26
H 0.42 6.18 -3.15
H -1.37 6.30 -1.45
H -1.74 4.43 0.12
*
```

Per-atom Löwdin charges, elementary charge units:
1 Re 1.7754
2 O 0.1485
3 C -0.4939
4 O -0.2831
5 C -0.0476
6 C 0.0931
7 C -0.1087
8 C 0.1073
9 C -0.0462
10 C -0.2264
11 O -0.2096
12 N -0.3448
13 O 0.1126
14 O 0.1079
15 N -0.3520
16 O 0.0966
17 O 0.1001
18 H 0.1424
19 H 0.1447
20 S 1.1828
21 C -0.4370
22 C -0.0781
23 C -0.0609
24 C -0.0427
25 C -0.0110
26 C -0.2561
27 N -0.0511
28 C -0.5343
29 C -0.2633
30 C -0.0343
31 C -0.0556
32 C -0.0469
33 C -0.0827
34 C -0.1956
35 H 0.1143
36 H 0.1140
37 H 0.1178
38 H 0.1156
39 H 0.1119
40 H 0.1138
41 H 0.1148
42 H 0.1088
43 C -0.0320
44 O -0.0837
45 C -0.2276
46 C -0.0014
47 C -0.0534
48 C -0.0678
49 C -0.0171
50 C -0.1388
51 N 0.1750
52 C 0.0197
53 C -0.1561
54 C -0.0265
55 C -0.0575
56 C -0.0368
57 C 0.0243
58 C -0.2882
59 O -0.2755
60 H 0.1009
61 H 0.1025
62 H 0.1041
63 H 0.1153
64 H 0.1184
65 H 0.1154
66 H 0.1156
67 H 0.1715
68 H 0.1470
69 H 0.1295
70 H 0.1132
71 H 0.1184
72 H 0.1310

Stability summary: most stable arrangement 1, least stable arrangement 2.